Molecular formula: C23H45N3O6S
Method: DFT, ωB97M-V with the def2-TZVPD basis set

The geometry in XYZ format:
```
78
C23H45N3O6S ωB97M-V with the def2-TZVPD basis set
C 3.6802 -2.5999 0.8601
C 3.7226 -1.5547 -0.1519
N 3.6885 -0.7357 -0.9536
H 4.5780 -3.2134 0.8079
H 2.7760 -3.1895 0.7391
H 3.6681 -2.1378 1.8479
C 3.4918 0.3182 -4.0508
C 2.1967 0.4118 -4.7334
N 1.2042 0.4703 -5.3084
H 4.2159 0.8593 -4.6594
H 3.7747 -0.7293 -3.9992
H 3.4303 0.7501 -3.0584
C -1.9686 2.2604 4.2640
C -3.3871 2.5048 4.4944
N -4.5083 2.6723 4.7010
H -1.5505 1.7132 5.1025
H -1.3955 3.1796 4.1291
H -1.8312 1.7233 3.3265
C -1.1701 -0.3122 1.0947
S 0.3777 0.5662 1.1837
O 1.3791 -0.3397 1.8281
C 0.6899 0.5773 -0.5741
H -1.0508 -1.2503 0.5478
H -1.8094 0.3285 0.4765
H -1.5900 -0.4543 2.0850
H -0.1471 1.0489 -1.0915
H 0.6973 -0.4644 -0.8912
H 1.6178 1.0950 -0.7825
C 0.6156 -2.4311 3.6294
C 0.3865 -1.2308 4.5046
O -0.6451 -0.5898 4.4505
C 1.4502 -0.8804 5.4933
H 0.6481 -3.3384 4.2339
H 1.5108 -2.2782 3.0317
H -0.2091 -2.4957 2.9207
H 1.0970 -0.0314 6.0760
H 2.3639 -0.5885 4.9685
H 1.7127 -1.7092 6.1500
C -2.3365 -4.5838 -0.9718
C -3.2205 -3.9058 -1.9986
O -3.2719 -4.3016 -3.1400
C -3.9732 -2.6863 -1.5637
H -2.9692 -4.9854 -0.1738
H -1.6818 -3.8409 -0.5109
H -1.7745 -5.3936 -1.4249
H -4.8256 -2.5210 -2.2147
H -3.3087 -1.8197 -1.5600
H -4.3020 -2.8063 -0.5258
C -3.9555 4.8515 -0.9810
C -3.5021 3.4365 -0.7348
O -2.7039 3.1953 0.1344
C -4.1870 2.3445 -1.5452
H -4.7991 4.9372 -1.6619
H -3.1104 5.4176 -1.3842
H -4.2117 5.3287 -0.0355
H -3.9280 2.4907 -2.5973
H -5.2642 2.4297 -1.4129
H -3.8362 1.3662 -1.2272
C 4.6988 5.0317 1.3190
C 4.2941 3.5801 1.3978
O 4.7661 2.8306 2.2188
C 3.2955 3.0827 0.3852
H 4.9800 5.2525 0.2855
H 5.5437 5.2253 1.9745
H 3.8832 5.7034 1.5910
H 2.2789 3.3250 0.7113
H 3.3468 1.9921 0.4175
H 3.4733 3.4454 -0.6243
C -1.1035 -1.9285 -4.4251
C -0.4495 -2.3579 -3.1416
O -0.7133 -1.8206 -2.0833
C 0.5276 -3.4845 -3.2382
H -1.6847 -2.7927 -4.7579
H -0.3824 -1.6241 -5.1816
H -1.7526 -1.0820 -4.2140
H 1.5194 -3.0160 -3.2920
H 0.3931 -4.0923 -4.1306
H 0.5367 -4.1479 -2.3745
```

## Properties
- E_LUMO: 0.40 eV
- HOMO: -8.9 eV
- Gap between HOMO and LUMO: 9.3 eV
- Energy relative to the best compared isomer or geometry (same formula, charge and spin): 0.0 kcal per mole

Molecular formula: C23H46Br3F3I2N6O7P2S
Method: DFT, ωB97M-V with the def2-TZVPD basis set

The geometry in XYZ format:
```
93
C23H46Br3F3I2N6O7P2S ωB97M-V with the def2-TZVPD basis set
C -6.0327 1.7270 1.7050
C -5.8108 0.4562 0.7395
Br -7.4840 -0.3706 0.1091
C -4.5077 0.0190 0.3783
Br -3.0875 1.1676 1.1890
C -4.2777 -1.2216 -0.5736
Br -4.9910 -2.8323 0.3629
O -4.9727 -0.7746 -1.8020
S -3.8648 0.2940 -2.5120
O -3.6860 0.1795 -4.0006
O -3.9965 1.7478 -2.1908
O -2.4712 -0.1767 -1.6507
C -2.8047 -1.5101 -1.2122
C -1.8359 -2.3510 -0.2735
C -1.7656 -1.9207 1.2606
O -0.6869 -0.9667 1.4369
C -1.3177 -3.2218 2.1156
F -0.9327 -2.7582 3.3994
F -2.4466 -4.0491 2.3442
F -0.2941 -3.9559 1.5140
C -2.7799 -2.4404 -2.5446
I -4.3870 -3.8037 -3.1272
C -1.6676 -2.4641 -3.4284
C -1.6763 -3.4045 -4.7362
I 0.1422 -1.3238 -3.1458
H -7.1330 1.8894 1.9426
H -5.6824 2.6596 1.1360
H -5.4781 1.5762 2.6826
H -0.7663 -2.4466 -0.6326
H -2.2507 -3.4238 -0.2818
H -2.7428 -1.5869 1.7205
H 0.1302 -1.4741 1.2524
H -1.6853 -4.5101 -4.4722
H -0.7610 -3.2066 -5.3901
H -2.5787 -3.1198 -5.3794
C 6.3933 -4.1020 -6.3389
N 5.1970 -3.3501 -6.0467
C 4.0456 -3.8437 -6.7905
P 4.8841 -2.1504 -4.8925
O 4.2870 -3.1321 -3.8668
N 6.1689 -1.6793 -3.8405
C 7.5718 -2.0346 -3.9572
C 5.8353 -1.6901 -2.4057
N 5.4912 -0.9755 -6.0620
C 6.5007 -1.0931 -7.0918
C 5.2355 0.4156 -5.6820
H 6.5892 -4.0937 -7.4185
H 6.3026 -5.1484 -6.0195
H 7.2881 -3.6993 -5.8755
H 3.7993 -3.1569 -7.6095
H 3.1669 -3.9304 -6.1461
H 4.2188 -4.8323 -7.2206
H 7.7286 -3.1171 -3.9253
H 8.1568 -1.6140 -3.1320
H 8.0332 -1.6051 -4.8447
H 5.9236 -2.6955 -1.9840
H 4.8198 -1.3295 -2.2372
H 6.4936 -1.0147 -1.8433
H 7.4206 -1.5710 -6.7578
H 6.7993 -0.1146 -7.4796
H 6.1181 -1.6511 -7.9510
H 6.0394 0.8104 -5.0516
H 4.2995 0.4922 -5.1227
H 5.1257 1.0619 -6.5575
C -3.6755 2.9417 7.6533
N -3.1867 2.5332 6.3587
C -3.5225 1.1471 6.0598
P -2.4711 3.4170 5.1035
O -3.7914 3.6073 4.3319
N -2.2445 5.1127 5.3295
C -2.3979 5.8601 6.5647
C -2.7600 5.9609 4.2407
N -0.9227 3.1620 5.9114
C -0.5928 3.0232 7.3133
C 0.2331 3.5445 5.0973
H -3.2932 2.2678 8.4302
H -4.7722 2.9214 7.6975
H -3.3589 3.9373 7.9470
H -2.6336 0.5117 6.1542
H -3.9046 1.0442 5.0406
H -4.2920 0.7507 6.7256
H -3.4090 5.7784 6.9750
H -2.2150 6.9285 6.4064
H -1.6563 5.5799 7.3107
H -3.8338 6.1391 4.3492
H -2.5796 5.5019 3.2680
H -2.2441 6.9300 4.2186
H -1.0580 3.7710 7.9539
H 0.4837 3.1130 7.4867
H -0.8736 2.0333 7.6838
H 0.4786 4.6040 5.2272
H 0.0267 3.3733 4.0377
H 1.1163 2.9467 5.3402
```

## Properties
- E_LUMO: -0.99 eV
- HOMO: -7.9 eV
- Gap between HOMO and LUMO: 6.9 eV
- SMILES: C/C(Br)=C(\Br)[C@@]1(Br)OS(=O)(=O)O[C@]1(C[C@H](O)C(F)(F)F)/C(I)=C(/C)I.CN(C)P(=O)(N(C)C)N(C)C.CN(C)P(=O)(N(C)C)N(C)C